An isolated ion of composition C5H12OS and charge +1, computed with the ωB97M-V functional and the def2-TZVPD basis.

Results
charge = +1
HOMO-LUMO gap (spin up / spin down) = 0.3788 / 0.1888 Ha
2S+1 = 2
LUMO level (spin up / spin down) = -0.11355 / -0.30344 Ha
<S²> = 0.75
relative energy (zero: lowest compared OMol25 entry of this formula, charge and spin) = 11.2 kcal per mole

Element x y z (Å)
C -0.094 -0.447 2.398
O -0.064 0.572 3.373
C -1.041 -0.060 1.292
C -0.447 0.935 0.277
C 0.409 0.222 -0.789
S -0.528 -0.426 -2.177
C 0.623 -0.573 -3.515
H -0.373 -1.362 2.940
H 0.905 -0.676 1.979
H 0.240 0.245 4.223
H -1.579 -0.844 0.764
H -1.788 0.553 1.797
H 0.144 1.755 0.689
H -1.299 1.393 -0.240
H 1.122 -0.543 -0.437
H 1.080 1.004 -1.177
H 1.589 -0.651 -3.002
H 0.391 -1.387 -4.212
H 0.711 0.292 -4.184

Quick look at the Löwdin charges, all values in e:
1 C -0.278
2 O -0.048
3 C -0.181
4 C -0.228
5 C -0.426
6 S 1.183
7 C -0.308
8 H 0.128
9 H 0.115
10 H 0.098
11 H 0.117
12 H 0.124
13 H 0.135
14 H 0.112
15 H 0.118
16 H 0.112
17 H 0.066
18 H 0.077
19 H 0.088

One molecule with the formula C5H12OSSi2, computed with the ωB97M-V functional and the def2-TZVPD basis.

Results
HOMO-LUMO gap = 0.3345 Ha
2S+1 = 1
SMILES = C[Si]1(C)SC(=O)[Si]1(C)C
LUMO level = 0.01411 Ha
relative energy (zero: lowest compared OMol25 entry of this formula, charge and spin) = 0.0 kcal per mole

Element x y z (Å)
C 2.253 0.053 -0.238
C 0.308 -2.057 -1.555
C 0.709 -2.098 1.575
C -1.543 1.614 -1.495
C -1.009 2.069 1.590
O 3.343 -0.245 -0.497
Si 0.553 -0.860 -0.007
Si -0.415 1.225 0.009
S 1.737 1.821 -0.060
H 0.003 -1.247 -2.307
H 1.260 -2.499 -1.608
H -0.404 -2.834 -1.438
H -0.336 -2.352 1.819
H 1.335 -2.977 1.592
H 0.842 -1.369 2.428
H -2.318 0.872 -1.672
H -2.054 2.605 -1.564
H -0.869 1.309 -2.339
H -0.147 2.337 2.188
H -1.387 3.022 1.469
H -1.859 1.610 2.109

Quick look at the Löwdin charges, all values in e:
1 C -0.865
2 C -0.188
3 C -0.197
4 C -0.240
5 C -0.255
6 O 0.007
7 Si 0.566
8 Si 0.335
9 S 0.624
10 H 0.040
11 H 0.000
12 H 0.003
13 H 0.007
14 H 0.016
15 H 0.026
16 H 0.013
17 H 0.042
18 H 0.027
19 H 0.015
20 H -0.010
21 H 0.036

A 2-piece molecular cluster, C5H12OSi overall, computed with the ωB97M-V functional and the def2-TZVPD basis.

Results
HOMO-LUMO gap = 0.3593 Ha
2S+1 = 1
LUMO level = 0.02208 Ha
relative energy (zero: lowest compared OMol25 entry of this formula, charge and spin) = 50.4 kcal per mole

Element x y z (Å)
C -1.720 -2.006 0.197
C -1.706 -1.114 -0.750
C 1.668 -0.389 -0.852
C 1.160 0.897 1.241
C 0.854 0.723 -0.247
O -1.917 1.244 0.794
Si -1.067 0.620 -0.468
H -2.111 -3.003 0.275
H -1.346 -1.651 1.156
H -1.703 -1.399 -1.836
H 2.638 -0.089 -1.286
H 1.923 -0.983 -0.018
H 1.079 -0.982 -1.542
H 0.737 1.735 1.686
H 2.245 0.852 1.417
H 0.660 0.195 1.842
H 1.165 1.633 -0.857
H -1.489 1.960 1.369
H -1.071 1.756 -2.121

Quick look at the Löwdin charges, all values in e:
1 C -0.062
2 C -0.262
3 C -0.135
4 C -0.137
5 C -0.507
6 O -0.210
7 Si 0.538
8 H 0.056
9 H 0.050
10 H 0.070
11 H 0.088
12 H 0.053
13 H 0.059
14 H 0.034
15 H 0.093
16 H 0.053
17 H 0.097
18 H 0.099
19 H 0.021

Number 1: electronic energy -18253.2057 eV. Number 2: electronic energy -34017.7391 eV. Number 3: electronic energy -15303.1183 eV.